(1)
92
Properties=species:S:1:pos:R:3:lowdin_spin:R:1 method="wB97M-V/def2-TZVPD" orbital_gap_ev="6.716 / 6.198" molar_mass_g_mol=765.78 spin_multiplicity=2 largest_force_ha_per_bohr=0.0227 lumo_energy_ev="-3.040 / -3.051" e_homo_ev="-9.7567 / -9.2490" relative_energy_kj_mol=7.6 charge=+1
Mn 0.043 0.692 -0.185 0.9922
C 4.486 6.135 0.221 0.0000
C 3.715 4.861 0.427 -0.0001
C 4.157 3.851 1.232 0.0000
C 3.403 2.665 1.420 -0.0005
C 3.947 1.621 2.193 -0.0004
N 3.384 0.462 2.403 -0.0002
C 4.006 -0.657 3.099 0.0000
C 4.195 -1.885 2.207 -0.0001
C 5.317 -1.783 1.173 -0.0001
N 5.083 -0.748 0.159 -0.0011
C 4.018 -0.615 -0.617 -0.0013
C 3.050 -1.546 -0.975 -0.0002
C 3.194 -2.969 -0.952 0.0026
C 2.208 -3.793 -1.391 0.0002
C 2.354 -5.289 -1.407 -0.0001
C 0.986 -3.200 -1.831 0.0026
C 0.761 -1.858 -1.822 -0.0009
C -0.554 -1.310 -2.178 0.0045
N -1.013 -0.261 -1.631 -0.0079
C -2.278 0.291 -2.086 -0.0012
C -2.024 1.668 -2.692 -0.0004
C -1.605 2.732 -1.686 -0.0007
N -0.307 2.489 -1.048 -0.0045
C 0.436 3.504 -0.853 -0.0012
C 1.699 3.539 -0.108 -0.0007
C 2.478 4.666 -0.229 -0.0001
C 2.126 2.497 0.784 -0.0014
O 1.444 1.455 1.030 0.0042
C 1.814 -0.952 -1.423 -0.0006
O 1.643 0.302 -1.416 0.0037
H 5.406 6.135 0.804 0.0000
H 3.899 7.003 0.524 0.0000
H 4.753 6.270 -0.828 0.0000
H 5.108 3.947 1.748 0.0000
H 4.933 1.763 2.630 0.0000
H 2.443 0.371 1.993 0.0001
H 3.370 -0.926 3.943 0.0000
H 4.963 -0.316 3.502 0.0000
H 3.248 -2.133 1.722 0.0000
H 4.435 -2.728 2.859 0.0000
H 5.477 -2.747 0.697 0.0000
H 6.255 -1.523 1.664 0.0000
H 5.668 0.069 0.228 0.0000
H 3.865 0.390 -1.003 0.0000
H 4.136 -3.407 -0.650 0.0001
H 3.403 -5.584 -1.375 0.0000
H 1.912 -5.719 -2.306 0.0000
H 1.852 -5.742 -0.550 0.0000
H 0.186 -3.858 -2.156 0.0001
H -1.144 -1.844 -2.927 -0.0001
H -2.943 0.361 -1.222 -0.0002
H -2.750 -0.370 -2.819 -0.0003
H -2.953 2.011 -3.153 0.0000
H -1.279 1.591 -3.489 0.0000
H -2.340 2.765 -0.877 -0.0002
H -1.595 3.713 -2.171 -0.0005
H 0.131 4.470 -1.265 -0.0002
H 2.118 5.461 -0.876 0.0000
O -1.281 1.434 1.221 -0.0003
C -1.448 0.947 2.340 -0.0020
C -0.967 -0.316 2.830 0.0022
C -1.343 -0.662 4.134 -0.0008
C -0.998 -1.878 4.655 0.0029
C -0.275 -2.811 3.893 -0.0006
C 0.099 -2.500 2.619 0.0017
C -0.220 -1.239 2.028 0.0001
O 0.167 -0.998 0.836 0.0103
N -1.399 -2.218 6.014 0.0004
O -1.005 -3.277 6.467 0.0009
O -1.976 -1.368 6.666 0.0009
H -2.034 1.534 3.061 -0.0005
H -1.919 0.029 4.736 -0.0001
H -0.035 -3.769 4.333 -0.0001
H 0.639 -3.210 2.005 0.0002
C -8.710 -1.628 1.866 0.0000
C -7.661 -1.385 0.833 0.0000
C -7.894 -1.211 -0.496 0.0000
C -6.778 -0.966 -1.334 0.0000
N -5.542 -0.910 -0.892 0.0000
C -5.293 -1.087 0.433 0.0000
S -3.775 -1.044 1.111 0.0001
N -6.379 -1.315 1.256 0.0000
C -6.990 -0.732 -2.797 0.0000
H -9.662 -1.859 1.395 0.0000
H -8.837 -0.739 2.486 0.0000
H -8.428 -2.456 2.517 0.0000
H -8.895 -1.261 -0.895 0.0000
H -6.154 -1.449 2.232 0.0000
H -7.807 -1.341 -3.182 0.0000
H -6.075 -0.943 -3.344 0.0000
H -7.255 0.316 -2.957 0.0000

(2)
32
Properties=species:S:1:pos:R:3:lowdin_spin:R:1 method="wB97M-V/def2-TZVPD" orbital_gap_ev="5.614 / 6.087" molar_mass_g_mol=582.06 spin_multiplicity=7 largest_force_ha_per_bohr=0.0333 lumo_energy_ev="2.319 / 1.566" e_homo_ev="-3.2948 / -4.5205" relative_energy_kj_mol=0.0 charge=-1
Ho -2.338 -0.317 -2.918 4.0817
Cl -3.758 -0.284 -0.971 -0.0068
C -3.282 -1.987 -4.207 -0.0090
C -3.532 1.445 -3.772 -0.0087
H -3.396 -1.643 -5.247 0.0000
H -2.425 -2.686 -4.195 0.0002
H -4.179 -2.578 -3.972 -0.0003
H -3.617 1.387 -4.866 0.0000
H -2.795 2.240 -3.549 -0.0004
H -4.497 1.813 -3.397 -0.0002
Au 0.523 -0.939 -0.368 0.2744
C -0.786 -2.543 -0.009 0.0452
C 1.942 0.123 -1.313 0.7501
H -1.116 -2.924 -0.993 0.0195
H -0.141 -3.267 0.528 0.0029
H -1.639 -2.203 0.606 0.0004
H 2.077 1.217 -1.183 0.0556
H 2.711 -0.441 -1.890 0.0661
Cl -0.272 0.586 4.384 0.0156
C 1.212 1.026 3.691 0.0718
C 1.963 2.040 4.271 -0.0104
C 3.184 2.442 3.704 0.0855
C 3.615 1.815 2.525 -0.0068
C 2.857 0.812 1.930 0.0891
C 1.676 0.333 2.533 0.0376
C 1.068 -0.853 2.020 0.3955
H 1.604 2.490 5.195 -0.0023
H 3.786 3.213 4.196 0.0061
H 4.547 2.129 2.058 -0.0023
H 3.105 0.403 0.946 0.0227
H 1.762 -1.664 1.794 0.0110
H 0.141 -1.186 2.469 0.0163

(3)
117
Properties=species:S:1:pos:R:3:lowdin_charge:R:1 method="wB97M-V/def2-TZVPD" orbital_gap_ev=8.572 molar_mass_g_mol=844.00 spin_multiplicity=1 largest_force_ha_per_bohr=0.1337 lumo_energy_ev=0.317 smiles="CCCOC[C@H]1[C@](CCCOC)([Si](C)(C)C)[C@@](C[C@H](C)Br)([PH2]=S)S(=O)(=O)O[C@@]1(N)CCCOC.CN(C)C=O.CN(C)C=O.CN(C)C=O" e_homo_ev=-8.2549 relative_energy_kj_mol=289.6 charge=0
C 1.410 -2.157 4.472 -0.1079
C 2.100 -3.427 3.844 -0.2152
C 1.271 -4.089 2.699 -0.2304
O 0.794 -3.190 1.705 -0.1783
C 1.901 -2.599 0.979 -0.1581
C 1.592 -2.455 -0.541 -0.1754
C 2.640 -3.303 -1.321 -0.4601
N 2.354 -4.697 -0.870 0.1180
C 4.159 -3.079 -0.925 -0.1045
C 5.185 -3.396 -2.053 -0.1364
C 5.417 -4.954 -2.257 -0.2077
O 4.941 -5.402 -3.545 -0.2034
C 6.063 -5.414 -4.423 -0.1288
O 2.539 -3.391 -2.753 -0.1754
S 2.167 -2.042 -3.589 0.7143
O 3.372 -1.273 -3.981 -0.3267
O 1.584 -2.498 -4.891 -0.3103
C 0.913 -1.046 -2.615 -0.4792
C -0.473 -1.646 -3.051 -0.2668
C -0.709 -3.190 -3.033 -0.6250
C -1.018 -3.809 -4.474 -0.1551
Br -2.363 -3.743 -2.016 0.6964
P 0.818 0.709 -3.415 0.4340
S 1.196 0.764 -5.323 0.2101
C 1.265 -0.989 -1.054 -0.3462
C 2.351 0.096 -0.659 -0.2215
C 3.607 0.323 -1.536 -0.1796
C 4.580 1.264 -0.705 -0.2202
O 5.583 1.752 -1.596 -0.1952
C 6.902 1.574 -1.085 -0.1141
Si -0.231 -0.363 0.058 0.6055
C 0.369 0.351 1.750 -0.1518
C -1.551 -1.629 0.485 -0.2073
C -1.156 1.137 -0.715 -0.1903
H 1.865 -1.248 4.024 0.0579
H 1.636 -2.112 5.566 0.0715
H 0.305 -2.165 4.386 0.0777
H 2.154 -4.183 4.667 0.1083
H 3.134 -3.181 3.522 0.1013
H 0.361 -4.530 3.176 0.1307
H 1.791 -4.944 2.201 0.1247
H 2.738 -3.308 1.199 0.1108
H 2.158 -1.663 1.517 0.1089
H 0.620 -3.004 -0.659 0.1214
H 2.908 -5.343 -1.431 0.0814
H 1.385 -4.913 -1.122 0.0928
H 4.333 -2.102 -0.409 0.1126
H 4.381 -3.821 -0.114 0.1163
H 4.968 -2.954 -3.044 0.1025
H 6.183 -3.005 -1.727 0.1188
H 6.520 -5.140 -2.266 0.1095
H 5.000 -5.558 -1.420 0.1164
H 5.745 -5.594 -5.473 0.0939
H 6.777 -6.240 -4.168 0.0941
H 6.599 -4.431 -4.409 0.0981
H -1.371 -1.144 -2.620 0.0940
H -0.545 -1.373 -4.140 0.0868
H 0.092 -3.816 -2.605 0.0509
H -2.083 -4.067 -4.607 0.0367
H -0.338 -4.680 -4.624 0.0867
H -0.770 -3.079 -5.283 0.0722
H 1.495 1.679 -2.633 -0.0009
H -0.568 1.068 -3.315 -0.0001
H 2.729 -0.044 0.384 0.1056
H 1.816 1.084 -0.614 0.0830
H 3.459 0.883 -2.491 0.0968
H 4.224 -0.554 -1.807 0.0915
H 3.973 2.157 -0.399 0.1295
H 4.979 0.760 0.201 0.1176
H 7.208 2.525 -0.582 0.0916
H 7.008 0.708 -0.396 0.0838
H 7.595 1.402 -1.942 0.0914
H 1.143 1.138 1.645 0.0402
H -0.539 0.868 2.162 0.0343
H 0.620 -0.448 2.478 0.0034
H -1.301 -2.703 0.414 -0.0113
H -1.945 -1.412 1.512 0.0495
H -2.431 -1.469 -0.191 0.0105
H -1.651 1.659 0.154 0.0186
H -0.377 1.841 -1.088 0.0195
H -1.907 0.841 -1.476 0.0258
C -3.512 4.001 -0.013 -0.3254
O -2.728 3.222 0.507 -0.0448
N -4.709 3.665 -0.529 -0.1775
C -5.592 4.650 -1.125 -0.0555
C -5.126 2.272 -0.487 -0.0168
H -3.291 5.077 -0.098 0.1301
H -6.537 4.660 -0.580 0.0897
H -5.776 4.383 -2.168 0.0922
H -5.150 5.643 -1.083 0.0690
H -5.158 1.937 0.551 0.0610
H -4.400 1.664 -1.030 0.0868
H -6.110 2.157 -0.937 0.0936
C -6.614 7.495 1.314 -0.3409
O -6.365 7.406 0.128 0.0060
N -5.708 7.781 2.279 -0.2002
C -6.077 7.871 3.677 -0.0594
C -4.325 8.004 1.897 -0.0363
H -7.631 7.343 1.707 0.1341
H -5.845 8.872 4.048 0.0895
H -5.509 7.133 4.249 0.0893
H -7.141 7.681 3.809 0.0837
H -4.272 8.842 1.200 0.0957
H -3.938 7.112 1.399 0.0779
H -3.722 8.222 2.776 0.0878
C -4.486 1.597 3.090 -0.3405
O -5.572 1.219 2.692 0.0058
N -3.918 1.243 4.267 -0.1969
C -2.617 1.738 4.669 -0.0584
C -4.634 0.339 5.148 -0.0438
H -3.860 2.285 2.498 0.1150
H -1.937 0.895 4.812 0.0849
H -2.714 2.288 5.608 0.0875
H -2.205 2.401 3.909 0.0835
H -4.822 -0.602 4.628 0.0929
H -5.594 0.782 5.419 0.0917
H -4.052 0.149 6.048 0.0849

> Among the records above, which one has the lowest charge?

C11H17AuCl2Ho